C20H26N2O11 | ωB97M-V with the def2-TZVPD basis set

Geometry as XYZ:
```
59
Properties=species:S:1:pos:R:3:forces:R:3
O -0.89170 -3.80635 4.10925 0.0 0.0 0.0
C -1.29353 -2.78728 3.57307 0.1 0.1 0.1
C -0.99633 -1.44946 4.02965 0.1 0.0 0.1
C -1.49808 -0.40918 3.35000 0.0 0.0 0.0
O -1.28741 0.85903 3.66892 0.0 0.0 0.1
C -2.37174 -0.58847 2.12822 0.0 -0.2 -0.1
O -2.77660 0.43141 1.59558 0.0 0.1 0.0
C -2.66367 -1.92708 1.66657 -0.1 0.1 -0.1
C -2.15616 -2.96871 2.34258 0.0 -0.1 0.0
O -2.35312 -4.23379 2.01350 -0.1 0.0 -0.1
H -0.37737 -1.34255 4.90879 0.0 0.1 0.0
H -1.77782 1.38904 3.00999 0.0 0.0 0.0
H -3.27887 -2.04612 0.78593 0.0 0.0 0.0
H -1.86993 -4.76742 2.67534 0.0 0.0 0.0
O 1.15114 -1.83155 6.37620 0.0 0.0 0.0
C 2.33419 -1.85486 6.08208 0.0 0.1 0.0
C 3.18189 -0.68920 5.99227 -0.1 0.1 0.0
C 4.47422 -0.85693 5.67460 0.0 0.1 0.0
O 5.34740 0.12998 5.57001 -0.1 0.1 0.0
C 5.07198 -2.22158 5.40087 -0.1 -0.2 0.0
O 6.25555 -2.24156 5.11512 0.1 0.0 0.0
C 4.21914 -3.38522 5.48247 0.1 0.0 0.0
C 2.92468 -3.21952 5.79506 -0.1 0.0 -0.1
O 2.05266 -4.20912 5.86980 0.1 0.0 0.0
H 2.74895 0.28011 6.19490 0.0 0.0 0.0
H 6.19853 -0.28706 5.32577 0.0 -0.1 0.0
H 4.65053 -4.35412 5.27564 0.0 0.0 0.0
H 1.17611 -3.81122 6.04461 0.0 0.0 0.0
N -1.20120 4.60562 -2.25097 -0.1 0.2 -0.1
C -2.57283 4.10891 -2.20477 -0.1 0.0 0.0
C -2.76023 2.59229 -2.37518 -0.1 0.0 0.1
C -1.85292 1.71573 -1.49769 -0.2 -0.2 -0.2
C -1.56409 0.35376 -2.12476 0.1 0.0 0.1
N -0.58538 0.47413 -3.21413 -0.6 -0.2 -0.2
C -0.16518 -0.70896 -3.79712 0.3 0.5 0.0
O -0.28497 -1.79818 -3.31578 -0.1 -0.2 0.0
O 0.44011 -0.51321 -5.00244 0.2 -0.2 0.0
C 1.41525 0.54507 -5.12396 0.0 0.0 0.0
C 1.02210 1.58508 -6.18260 -0.1 0.1 -0.2
C -0.29494 1.29546 -6.89595 -0.1 0.0 0.0
O -0.51110 2.29644 -7.89024 0.1 -0.1 -0.1
H -0.60961 4.06636 -2.86889 0.0 0.0 0.0
H -0.77075 4.65067 -1.33966 0.0 -0.1 0.0
H -3.01661 4.41870 -1.25273 0.1 0.0 -0.1
H -3.14997 4.61383 -2.98964 0.0 -0.1 0.1
H -3.80239 2.35625 -2.12282 0.1 0.0 -0.2
H -2.65829 2.33542 -3.44072 0.2 0.1 0.1
H -2.35570 1.51993 -0.54795 0.2 0.2 0.0
H -0.89451 2.20917 -1.30984 -0.1 0.0 0.1
H -1.14745 -0.33526 -1.38615 0.0 0.1 -0.1
H -2.49028 -0.09393 -2.51100 0.1 0.0 0.1
H -0.90135 1.11460 -3.93321 0.2 0.2 0.1
H 2.35131 0.04900 -5.39673 -0.2 0.1 0.0
H 1.54792 1.01233 -4.14742 0.0 0.0 -0.1
H 0.94351 2.57938 -5.72891 0.0 -0.1 -0.1
H 1.79991 1.65294 -6.95055 -0.1 0.0 0.1
H -1.13553 1.33443 -6.18890 0.1 -0.1 -0.1
H -0.28815 0.29288 -7.33443 0.0 0.1 0.1
H -0.70136 1.86992 -8.73165 0.0 0.1 0.2
```
Positions in Å, forces in eV/Å.

For the gap between HOMO and LUMO, the calculation gives 7.740 eV. For the max |F|, the calculation gives 0.69 eV Å⁻¹. The calculation puts the LUMO energy at -0.058 hartree. The value obtained for the energy above the lowest of the compared OMol25 structures with the same formula, charge and spin is 0.0 kcal/mol. The HOMO energy comes out at -9.3 eV.

=====

C20H26N2O2 | ωB97M-V with the def2-TZVPD basis set

Geometry as XYZ:
```
50
Properties=species:S:1:pos:R:3:forces:R:3
O -2.79734 0.28856 2.19658 -0.3 0.2 0.4
C -1.80949 -0.17209 1.29646 0.2 -0.2 -0.3
C -1.90192 -1.70897 1.11428 0.1 0.2 0.2
O -2.16943 -2.12032 -0.20747 0.0 -0.1 -0.3
C -3.53707 -2.14002 -0.56881 0.0 -0.1 -0.1
C -4.15128 -0.76877 -0.70948 0.0 -0.1 0.1
C -3.66081 0.11139 -1.66823 -0.1 0.0 0.0
C -4.18940 1.38313 -1.78752 0.1 0.0 -0.1
C -5.21936 1.78919 -0.95383 -0.1 0.1 0.1
C -5.71714 0.91896 -0.00066 -0.1 0.1 0.0
C -5.18130 -0.35369 0.12484 0.0 -0.1 -0.1
C -0.45304 0.30172 1.83653 -0.4 0.1 0.0
N 0.43638 0.71356 0.76933 0.1 0.0 0.1
C 1.58878 1.43650 1.27772 0.1 0.2 -0.2
C 2.41645 1.98638 0.11002 -0.1 0.1 0.4
N 2.86430 0.91243 -0.75044 -0.2 0.1 -0.2
C 4.06794 0.27150 -0.48977 0.3 -0.1 -0.1
C 5.20596 1.02882 -0.18157 -0.1 0.1 0.1
C 6.43195 0.43064 0.02103 0.0 0.0 0.1
C 6.57560 -0.94279 -0.08698 0.1 -0.1 0.0
C 5.46651 -1.70386 -0.40760 0.2 0.0 0.0
C 4.23226 -1.11320 -0.60342 -0.2 0.0 0.0
C 1.71507 0.17269 -1.22133 -0.1 -0.3 0.1
C 0.87935 -0.38994 -0.06765 0.0 0.1 -0.3
H -3.66473 0.19763 1.77986 0.2 0.0 0.0
H -1.94807 0.30309 0.31560 0.1 -0.1 0.2
H -2.66791 -2.09695 1.80085 0.1 0.0 0.0
H -0.95017 -2.17960 1.37274 -0.1 0.0 0.0
H -3.55898 -2.65712 -1.53320 -0.1 0.0 0.1
H -4.10767 -2.73282 0.16226 0.0 0.1 -0.1
H -2.85495 -0.21023 -2.31171 0.1 0.0 -0.1
H -3.79936 2.05973 -2.53320 0.0 0.1 -0.1
H -5.63345 2.78165 -1.04855 0.0 0.1 0.0
H -6.52091 1.22901 0.65060 -0.1 0.0 0.0
H -5.58013 -1.03442 0.86550 0.0 -0.1 0.1
H -0.65588 1.17617 2.45924 0.1 -0.1 0.0
H -0.00558 -0.47504 2.48144 0.0 0.0 0.0
H 1.23510 2.26554 1.89473 0.0 0.0 0.0
H 2.23456 0.78861 1.90026 0.0 0.0 0.0
H 3.26180 2.54778 0.50230 0.0 0.0 -0.1
H 1.78958 2.65921 -0.48352 0.0 0.0 0.1
H 5.13650 2.10428 -0.12065 0.0 0.1 0.0
H 7.28822 1.04626 0.25743 0.1 0.1 0.0
H 7.53591 -1.40924 0.07174 0.1 0.0 0.0
H 5.55607 -2.77726 -0.49864 0.0 -0.1 0.0
H 3.39340 -1.74994 -0.83672 -0.1 0.0 0.0
H 2.02881 -0.61899 -1.90053 0.0 0.0 0.0
H 1.09060 0.87640 -1.78239 0.0 -0.1 0.0
H 0.00861 -0.90666 -0.47087 0.0 -0.1 0.0
H 1.48270 -1.11211 0.51257 -0.1 0.0 0.0
```
Positions in Å, forces in eV/Å.

For the gap between HOMO and LUMO, the calculation gives 8.311 eV. For the max |F|, the calculation gives 0.48 eV Å⁻¹. The calculation puts the LUMO energy at 0.029 hartree. The value obtained for the energy above the lowest of the compared OMol25 structures with the same formula, charge and spin is 58.1 kcal/mol. The HOMO energy comes out at -7.5 eV.

=====

C20H26N2O6S | ωB97M-V with the def2-TZVPD basis set

Geometry as XYZ:
```
55
Properties=species:S:1:pos:R:3:forces:R:3
C -2.06996 -1.02710 2.55736 0.1 0.0 0.0
O -3.44645 -0.78232 2.38844 -0.3 0.0 0.1
C -3.75457 0.04593 1.28724 0.0 0.2 0.0
C -3.69022 1.54395 1.61638 0.0 -0.3 -0.2
C -3.51976 2.38363 0.35031 -0.2 0.0 0.1
N -2.21529 2.15075 -0.22178 0.0 0.1 0.4
C -1.99469 1.73838 -1.47644 0.5 0.1 0.0
O -2.84296 1.65113 -2.33929 -0.2 0.0 -0.4
C -0.50627 1.43404 -1.74815 -0.3 0.4 -0.4
N 0.15765 0.66814 -0.71118 0.5 0.7 0.9
C 0.19321 -0.73575 -0.70016 -0.2 -1.0 -0.1
C 1.34154 -1.36444 -0.23657 0.1 -0.4 0.0
C 1.42701 -2.74906 -0.16224 -0.2 0.0 -0.1
O 2.51488 -3.42681 0.30048 -0.3 -0.2 -0.1
C 3.58087 -2.68846 0.84578 0.2 0.1 0.0
C 0.35227 -3.51564 -0.59941 0.2 0.1 0.1
C -0.79017 -2.90121 -1.07199 0.0 0.1 0.0
C -0.89993 -1.51618 -1.11297 0.1 0.2 0.0
O -2.01759 -0.84866 -1.50908 0.5 0.0 0.2
C -3.07398 -1.55464 -2.11597 -0.2 0.0 -0.1
S 0.93365 1.47248 0.52154 0.2 0.1 0.1
O 0.74317 0.76300 1.75140 0.3 -0.2 -0.2
O 0.48895 2.83977 0.47212 0.1 0.0 -0.4
C 2.68743 1.48346 0.12487 -0.5 0.1 0.1
C 3.59470 1.30315 1.15246 -0.1 -0.1 0.2
C 4.95134 1.34506 0.87528 0.0 0.0 0.0
C 5.38325 1.57252 -0.42199 0.0 0.0 0.0
C 4.46471 1.75869 -1.44338 -0.1 0.0 0.0
C 3.10672 1.71715 -1.17078 0.0 0.0 -0.1
H -1.66006 -1.58733 1.70673 0.0 0.0 0.0
H -1.48459 -0.10938 2.67078 0.0 0.0 0.0
H -1.97623 -1.62619 3.46109 0.1 0.0 0.0
H -4.77141 -0.22415 0.98660 0.1 0.1 -0.1
H -3.07364 -0.16800 0.45556 -0.1 0.0 0.0
H -2.83721 1.72589 2.27429 0.0 0.0 0.1
H -4.59259 1.84747 2.14770 0.0 0.0 0.1
H -3.63091 3.44690 0.59061 -0.1 -0.1 -0.1
H -4.25983 2.11217 -0.40600 0.0 0.1 0.0
H -1.41796 2.32123 0.37572 -0.2 0.1 -0.1
H -0.42875 0.91132 -2.70369 0.0 0.1 0.1
H 0.00719 2.39717 -1.81393 -0.1 -0.1 -0.2
H 2.16690 -0.75036 0.07434 0.1 -0.2 0.0
H 3.24680 -2.05058 1.67014 0.0 0.0 0.0
H 4.28636 -3.42823 1.22124 0.0 0.1 0.0
H 4.07552 -2.06987 0.08836 0.0 0.0 0.0
H 0.42288 -4.58980 -0.55494 0.0 -0.1 0.0
H -1.61933 -3.51393 -1.38660 -0.1 0.0 0.0
H -3.58819 -2.20350 -1.39961 0.0 0.0 0.0
H -2.72352 -2.14700 -2.96608 0.0 0.0 0.0
H -3.75360 -0.77903 -2.46665 0.0 -0.1 0.0
H 3.21996 1.12286 2.14771 0.0 0.0 0.2
H 5.66790 1.20260 1.66953 0.1 0.0 0.1
H 6.44032 1.60610 -0.63840 0.1 0.0 0.0
H 4.80476 1.93719 -2.45198 0.0 0.0 -0.1
H 2.37968 1.85546 -1.95482 -0.1 0.0 -0.2
```
Positions in Å, forces in eV/Å.

For the gap between HOMO and LUMO, the calculation gives 8.353 eV. For the max |F|, the calculation gives 1.25 eV Å⁻¹. The calculation puts the LUMO energy at 0.012 hartree. The value obtained for the energy above the lowest of the compared OMol25 structures with the same formula, charge and spin is 12.7 kcal/mol. The HOMO energy comes out at -8.0 eV.

=====

C20H26N2O7 | ωB97M-V with the def2-TZVPD basis set

Geometry as XYZ:
```
55
Properties=species:S:1:pos:R:3:forces:R:3
C 5.07487 -3.73875 -4.64176 -1.9 3.5 1.8
C 4.36215 -2.31099 -4.71835 4.7 -5.1 -11.1
H 3.44122 -2.37393 -5.25163 -0.2 -0.6 -2.3
H 5.13025 -1.67395 -5.19661 -0.7 0.2 0.1
O 3.98724 -1.87731 -3.66335 8.4 10.1 10.0
C 3.02876 -2.21080 -3.04369 -1.6 2.9 8.8
O 2.33408 -2.85154 -3.62363 -11.0 -9.0 -4.9
C 2.70630 -1.71593 -1.60887 5.1 1.0 0.5
C 2.53307 -2.80450 -0.54019 -2.0 2.8 2.6
H 3.31902 -3.42104 -0.60691 2.9 -2.8 -0.4
H 2.70252 -2.35890 0.61785 -0.8 -0.7 -3.1
C 1.18510 -3.52628 -0.66126 0.1 6.6 -1.0
N 0.06323 -2.28351 -0.75583 0.7 -4.9 7.4
C -0.47971 -1.99402 0.61532 -1.0 4.3 -9.1
O -1.32999 -1.07696 0.51889 1.3 -1.4 2.3
C -0.22847 -2.84401 1.73919 -2.3 -0.3 1.1
H -1.01589 -3.61606 1.58310 0.8 -0.1 0.5
O -0.73907 -2.07772 2.83200 -3.2 -4.3 0.3
C -0.18712 -1.05550 3.24586 14.0 0.7 -6.3
O 1.11855 -0.82778 2.69895 -6.8 -1.0 3.1
C -0.89994 -0.13219 3.92885 7.2 5.4 5.6
N -1.34852 0.75514 3.10360 -5.2 2.1 -5.4
C -1.30089 2.11020 3.12715 1.3 0.5 0.5
O -0.59894 2.75211 3.97668 -2.9 -1.8 -2.8
C -2.14244 2.62840 1.93833 1.6 7.9 1.9
C -2.16295 2.31179 0.65531 0.6 -4.1 -4.2
C -2.67337 3.09369 -0.60127 0.0 2.9 19.0
C -3.11067 4.22889 -0.10713 -1.3 2.0 -9.7
C -2.78394 4.91907 0.96900 -0.8 1.2 4.8
C -2.33016 4.25692 2.04053 -0.1 -4.8 2.1
H -2.26800 4.54668 3.09827 0.2 0.7 -0.8
H -3.32187 5.83513 1.06852 0.5 1.0 0.1
O -3.63318 5.10551 -1.15618 -0.2 -0.9 -0.5
C -3.83565 4.60258 -2.62336 5.8 -14.5 9.1
H -2.85300 4.30006 -3.03368 -0.8 0.4 -0.1
H -4.26923 5.30375 -2.87734 -7.2 12.1 -5.7
H -4.63974 3.61394 -2.51032 2.5 2.7 -0.7
H -2.53092 2.65416 -1.32427 1.7 -7.2 -13.6
H -1.74334 1.23980 0.44732 -0.8 1.9 -0.1
H -1.78934 0.24546 2.30807 -0.1 1.6 0.1
H -0.12282 0.76457 4.58277 -1.2 -3.1 -1.3
H -1.28780 -0.58422 4.68200 -4.6 -2.3 4.8
H 0.74848 -3.21211 1.85984 1.1 -0.2 0.4
C 0.31264 -1.32188 -1.80700 -5.0 1.3 3.6
C 1.61833 -0.78048 -1.59233 -0.8 8.7 -1.0
H 1.59084 0.19353 -2.39575 1.1 -2.8 1.2
H 1.60931 0.05586 -0.68833 0.0 -2.9 -1.4
H -0.61850 -0.49119 -1.64223 2.7 -2.3 -0.9
H 0.10394 -2.00774 -2.55225 0.1 -0.1 -3.0
H 1.16024 -4.22246 0.08714 -1.3 -1.7 1.8
H 1.06789 -3.83948 -1.62184 -0.1 -1.9 -2.5
H 3.65855 -1.11220 -1.33385 -1.3 -1.0 -0.2
H 5.14551 -4.11684 -5.56778 1.5 -0.9 -3.6
H 4.32557 -4.36359 -4.30665 -1.4 -1.6 1.8
H 5.92516 -3.64925 -4.01047 0.8 -0.4 0.2
```
Positions in Å, forces in eV/Å.

For the gap between HOMO and LUMO, the calculation gives 9.253 eV. For the max |F|, the calculation gives 19.21 eV Å⁻¹. The calculation puts the LUMO energy at 0.017 hartree. The value obtained for the energy above the lowest of the compared OMol25 structures with the same formula, charge and spin is 479.7 kcal/mol. The HOMO energy comes out at -8.8 eV.